ORCA calculation (ωB97M-V/def2-TZVPD) on C23H28BMoN6O3Se3Te as an isolated structure.

Its expectation value of S² is 2.07. The net charge is +1. Its energy is -245244.405 eV. Its multiplicity is 3. The lowest unoccupied orbital energy (alpha / beta) comes out at -6.01 / -5.93 eV. Its strongest force on any atom is 4.83 eV Å⁻¹. For the molar mass, the calculation gives 907.75 g mol⁻¹. The energy relative to the best compared isomer or geometry (same formula, charge and spin) is 30.6 kcal/mol.

```
66
Properties=species:S:1:pos:R:3:forces:R:3:lowdin_charge:R:1
Mo 1.8737 1.7217 -3.0407 -1.164 -4.680 -0.290 0.21
Se 2.7628 -0.1114 -4.7450 -0.502 -0.538 0.731 0.60
Se 2.9660 2.3541 -1.0845 0.170 1.190 -0.198 0.15
Te 1.7006 4.3131 -2.5138 1.413 0.303 -0.404 0.60
Se 2.6706 2.9005 -4.7702 0.081 2.610 -0.089 0.20
C -0.8628 -0.2162 -3.6753 -0.509 -1.016 1.990 -0.14
N -2.2074 -0.4707 -3.0875 1.163 0.985 0.170 -0.04
C -2.0850 -0.6807 -1.5752 -0.701 0.268 -2.150 -0.13
N -1.4968 0.4381 -0.8712 3.034 -0.558 -1.879 -0.06
C -0.1519 0.6169 -1.5503 -0.581 0.565 1.057 -0.17
N -0.2191 0.9957 -3.0355 0.088 -1.069 1.257 -0.23
C -1.1623 2.1160 -3.2054 -0.705 2.154 -1.009 -0.24
N -2.4881 1.8892 -2.6376 1.145 -0.198 1.049 -0.07
C -3.0302 0.7597 -3.3658 -0.175 -1.079 0.666 -0.16
C -2.3028 1.5886 -1.1374 -1.938 0.533 -1.556 -0.13
H -0.9824 -0.0213 -4.6958 0.036 0.126 -1.627 0.11
H -0.2068 -1.0800 -3.4691 -0.320 0.385 -0.273 0.11
H -1.6128 -1.6501 -1.4426 0.225 0.160 0.385 0.14
H -3.0873 -0.6548 -1.2551 -1.382 -0.847 0.542 0.11
H 0.4880 -0.2929 -1.4179 -0.633 0.644 -0.237 0.14
H 0.3134 1.4823 -1.0780 0.050 -0.093 0.368 0.04
H -1.3080 2.2665 -4.3234 0.369 -0.128 1.236 0.15
H -0.6850 3.0667 -2.8155 -0.841 -1.242 -0.180 0.02
H -2.9724 1.0073 -4.4346 -0.206 -0.323 0.206 0.13
H -4.0827 0.5663 -3.0882 0.533 0.093 -0.040 0.14
H -3.3089 1.3987 -0.6893 0.745 0.396 -0.377 0.15
H -1.8891 2.5100 -0.7758 0.327 0.241 0.707 0.12
O 2.3006 -3.1899 -4.7951 -0.686 1.611 0.130 0.07
B 2.1770 -1.8802 -4.0732 0.570 -4.307 1.150 -0.81
O 1.8879 -2.2942 -2.7299 0.287 0.939 -1.010 0.03
C 1.7731 -3.6969 -2.6705 -1.553 0.778 0.948 -0.18
C 1.2383 -4.3440 -1.5165 -0.250 -0.301 -2.915 0.01
C 0.8281 -5.6774 -1.7747 1.459 -0.099 0.572 -0.06
C 1.1818 -6.3060 -3.0138 -0.499 1.045 0.206 -0.07
C 1.6855 -5.6003 -4.1140 0.329 0.385 -0.423 0.01
C 1.9129 -4.2328 -3.9443 0.680 1.194 1.213 -0.19
H 0.9732 -3.7236 -0.6672 0.181 -0.438 0.165 0.11
H 0.4341 -6.2637 -0.9138 0.141 0.359 -1.034 0.11
H 0.9828 -7.3437 -3.2203 -0.145 -0.235 0.448 0.10
H 1.9034 -6.0910 -5.0742 -0.260 0.201 0.581 0.13
C 1.8961 0.0019 4.3859 1.477 -0.490 -1.709 -0.03
N 0.4822 0.0402 4.0613 -1.390 0.114 -1.131 -0.09
N -0.3589 1.0815 4.4499 -0.862 0.252 1.059 0.04
C -1.6962 0.5898 4.7613 0.563 -0.046 -1.551 -0.40
O -2.6752 1.2872 4.9694 0.350 -0.218 0.462 0.03
C -1.6274 -0.8001 4.4011 2.645 -0.672 -0.983 0.06
C -0.3484 -1.0583 3.8624 -1.808 0.571 1.781 -0.23
C 0.0519 -2.2923 3.1198 -0.436 -0.109 -0.108 -0.02
C -0.0369 2.4633 4.3803 0.407 -1.146 -0.755 -0.20
C -0.8129 3.3031 5.1132 -0.878 2.009 2.304 -0.01
C -0.4591 4.6861 5.2537 0.881 -1.008 -2.344 -0.05
C 0.6218 5.1654 4.4909 0.819 -0.013 -0.366 -0.09
C 1.3939 4.2607 3.6617 -0.466 2.538 0.696 -0.11
C 0.9800 2.9689 3.5480 0.319 -1.048 -1.519 -0.08
H 2.2418 0.6151 5.2515 -0.746 -0.767 -0.461 0.11
H 2.5084 0.3129 3.4928 -0.582 0.439 0.777 0.08
H 2.2091 -1.0670 4.3890 -0.389 0.659 0.941 0.09
H -2.4016 -1.5423 4.4925 -0.224 0.240 -0.244 0.11
H -0.5925 -2.4197 2.2195 0.300 0.111 0.728 0.09
H -0.0036 -3.1951 3.7235 -0.256 -0.015 0.101 0.09
H 1.0552 -2.2416 2.7666 0.892 0.178 -0.302 0.05
H -1.7102 2.8855 5.6308 1.170 0.621 -0.390 0.12
H -1.0723 5.3965 5.7692 -0.289 -0.009 0.388 0.09
H 0.8650 6.2638 4.4072 -0.246 -1.366 0.525 0.11
H 2.2777 4.6667 3.0865 -1.333 -0.552 0.489 0.11
H 1.3003 2.4582 2.6006 0.103 -0.289 1.524 0.12
```
Positions in Å, forces in eV/Å.